Record 1
# C8H10O2S2

C8H10O2S2 in the gas phase (ωB97M-V/def2-TZVPD, the OMol25 dataset).

Geometry as ORCA input:
```
! RIJCOSX wB97M-V def2-TZVPD def2/J DEFGRID3
* xyz 0 1
C 1.576 -0.816 0.656
C 0.309 -1.338 -0.075
C -0.866 -1.489 0.892
C -0.212 1.405 -0.777
C -1.291 2.011 -0.207
C -1.089 3.390 0.118
C 0.162 3.788 -0.311
C 0.650 -2.655 -0.646
H 1.975 -1.594 1.294
H 1.305 0.035 1.283
H 2.423 -0.519 0.014
H -1.771 -1.977 0.508
H -1.093 -0.458 1.327
H -0.581 -2.055 1.790
H -2.280 1.506 -0.141
H -1.895 4.084 0.446
H 0.475 4.847 -0.208
H -0.002 -4.064 -1.727
O -0.229 -3.092 -1.567
O 1.596 -3.354 -0.311
S -0.262 -0.195 -1.442
S 1.101 2.537 -0.915
*
```

Computed properties:
LUMO level	0.67	eV
HOMO level	-0.333	Ha
gap between HOMO and LUMO	9.72	eV
SMILES	CC(C)(Sc1cccs1)C(=O)O



Record 2
# C8H10O3S

C8H10O3S in the gas phase (ωB97M-V/def2-TZVPD, the OMol25 dataset).

Geometry as ORCA input:
```
! RIJCOSX wB97M-V def2-TZVPD def2/J DEFGRID3
* xyz 0 3
C 0.028 0.098 -1.847
C -2.220 -0.041 -0.528
C -0.609 -0.527 1.700
C -0.872 -0.559 -0.883
C -0.388 1.336 0.781
C 0.448 0.638 1.770
C 1.427 0.083 -1.553
C -1.079 0.199 0.436
O 3.466 -0.532 -0.157
O 1.472 -1.996 0.089
O 1.730 0.234 1.299
S 2.083 -0.656 -0.043
H -0.181 -0.431 -2.871
H -0.271 1.103 -1.814
H -2.601 0.890 -0.920
H -2.896 -0.848 -0.202
H -0.167 -1.436 1.514
H -1.234 -0.367 2.552
H -0.717 -1.579 -0.573
H -0.075 2.308 0.417
H 0.686 1.154 2.712
H 1.973 0.930 -1.880
*
```

Computed properties:
LUMO level (alpha / beta)	0.75 / -1.39	eV
HOMO level (alpha / beta)	-0.288 / -0.385	Ha
gap between HOMO and LUMO (alpha / beta)	8.59 / 9.08	eV



Record 3
# C8H10O8PTb

A molecular structure, C8H10O8PTb (ωB97M-V/def2-TZVPD, the OMol25 dataset).

Geometry as ORCA input:
```
! RIJCOSX wB97M-V def2-TZVPD def2/J DEFGRID3
* xyz 2 7
O 2.605 4.910 -4.495
C 2.044 4.057 -3.933
Tb 0.617 0.960 -0.281
O -0.056 1.730 -3.765
C 0.223 1.588 -2.662
C 1.912 1.633 1.672
O 2.403 1.752 2.693
C -0.619 3.057 0.166
O -1.302 3.973 0.428
C 2.747 0.111 -1.100
O 3.668 -0.466 -1.448
H 1.920 2.684 -0.791
C -3.613 -1.335 0.074
O -2.333 -2.041 0.505
P -1.393 -0.754 0.047
O -0.708 -0.174 1.650
C -0.104 -1.071 2.655
O 0.094 -1.526 -0.594
C 0.708 -2.713 0.033
H -4.269 -2.208 0.237
H -3.518 -1.014 -0.965
H -3.791 -0.461 0.698
H -0.266 -0.638 3.665
H -0.525 -2.071 2.558
H 0.963 -1.098 2.421
H 1.535 -2.307 0.611
H 1.068 -3.387 -0.774
H -0.010 -3.192 0.696
*
```

Computed properties:
LUMO level (alpha / beta)	-9.45 / -9.21	eV
HOMO level (alpha / beta)	-0.605 / -0.603	Ha
gap between HOMO and LUMO (alpha / beta)	7.02 / 7.20	eV



Calculated relative energy (zero: lowest compared OMol25 entry of this formula, charge and spin) (kcal per mole), listed in the same order as above: 0.0 0.0 0.0
Calculated largest force on an atom (Eh/bohr), listed in the same order as above: 0.0487 0.0786 0.1443